# 1
DFT (ωB97M-V/def2-TZVPD) results for a molecular structure, C29H30As2O7SSr.

Net charge: -2
ΔE to the lowest compared entry with this formula, charge and spin (eV): 0.000
HOMO level (alpha / beta) (eV): 0.618 / -1.336

Geometry (Å):
1 Sr 0.101 -1.310 1.484
2 O -1.442 -5.657 0.623
3 As -1.441 -3.903 0.209
4 O -2.523 -3.824 -1.028
5 O -1.808 -3.077 1.628
6 C 0.451 -3.617 -0.006
7 C 1.284 -4.582 0.590
8 C 2.662 -4.500 0.591
9 C 3.299 -3.399 -0.070
10 C 2.532 -2.450 -0.688
11 C 1.109 -2.484 -0.655
12 S 0.247 -1.433 -1.744
13 O -0.167 -2.173 -2.922
14 O -0.941 -0.985 -0.918
15 O 1.130 -0.310 -2.032
16 H -2.135 -5.989 0.038
17 H 0.809 -5.435 1.059
18 H 3.250 -5.274 1.069
19 H 4.380 -3.326 -0.102
20 H 2.989 -1.626 -1.224
21 O -0.651 2.059 -0.455
22 As -1.844 1.627 -1.497
23 C -2.663 3.331 -2.017
24 C -2.135 4.494 -1.473
25 C -2.674 5.730 -1.814
26 C -3.743 5.802 -2.694
27 C -4.274 4.638 -3.240
28 C -3.732 3.406 -2.903
29 C -1.481 0.957 -3.262
30 C -0.608 1.718 -4.035
31 C -0.370 1.368 -5.351
32 C -1.012 0.261 -5.900
33 C -1.873 -0.495 -5.127
34 C -2.108 -0.153 -3.799
35 C -3.352 0.755 -0.629
36 C -4.117 1.608 0.169
37 C -5.150 1.111 0.947
38 C -5.429 -0.250 0.938
39 C -4.672 -1.103 0.150
40 C -3.636 -0.610 -0.635
41 H -1.303 4.398 -0.783
42 H -2.260 6.637 -1.389
43 H -4.166 6.765 -2.958
44 H -5.109 4.693 -3.929
45 H -4.139 2.497 -3.333
46 H -0.099 2.566 -3.592
47 H 0.326 1.945 -5.948
48 H -0.816 -0.022 -6.927
49 H -2.337 -1.385 -5.532
50 H -2.737 -0.785 -3.191
51 H -3.891 2.668 0.202
52 H -5.721 1.783 1.577
53 H -6.218 -0.646 1.566
54 H -4.830 -2.174 0.163
55 H -3.023 -1.326 -1.164
56 C -2.225 0.306 3.839
57 C -0.847 0.904 4.199
58 C -0.847 1.305 5.682
59 C -0.647 2.168 3.353
60 C 0.204 -0.149 3.868
61 H -3.041 0.984 4.123
62 H -2.385 -0.659 4.323
63 H -2.280 0.172 2.755
64 H -1.623 2.049 5.907
65 H 0.122 1.729 5.959
66 H -1.021 0.427 6.311
67 H -1.408 2.925 3.580
68 H -0.703 1.951 2.283
69 H 0.340 2.596 3.546
70 H 0.308 -0.800 4.755

=====

# 2
DFT (ωB97M-V/def2-TZVPD) results for a molecular structure, C29H30BCl2F3O2.

ΔE to the lowest compared entry with this formula, charge and spin (eV): 0.000
HOMO level (eV): -7.865

Geometry (Å):
1 C -1.449 0.705 -3.714
2 C -0.159 0.522 -2.962
3 C 0.856 -0.287 -3.774
4 C 0.464 1.831 -2.227
5 C 2.009 1.879 -2.064
6 C 0.005 3.121 -2.815
7 O 0.037 1.627 -0.861
8 B 0.303 0.234 -0.965
9 C -2.042 0.187 0.972
10 C -1.575 1.082 1.979
11 C -1.806 0.673 3.253
12 C -2.135 -0.671 3.417
13 C -2.384 -1.137 4.803
14 F -3.515 -1.894 4.899
15 F -1.349 -1.916 5.262
16 F -2.521 -0.112 5.693
17 C -2.241 -1.628 2.407
18 C -2.085 -1.211 1.115
19 C -2.863 0.836 0.058
20 C -3.504 0.199 -1.142
21 C -4.315 0.361 0.080
22 O -0.479 -0.364 -1.891
23 H -1.274 1.243 -4.648
24 H -1.837 -0.293 -3.937
25 H -2.205 1.209 -3.109
26 H 1.116 0.274 -4.689
27 H 1.752 -0.507 -3.150
28 H 0.366 -1.254 -4.007
29 H 2.601 1.839 -2.994
30 H 2.285 2.828 -1.572
31 H 2.379 1.112 -1.372
32 H 0.475 3.216 -3.802
33 H -1.080 3.149 -2.944
34 H 0.307 3.975 -2.199
35 H -1.164 2.057 1.694
36 H -1.725 1.405 4.044
37 H -2.430 -2.673 2.610
38 H -1.961 -1.890 0.270
39 H -2.648 1.927 -0.091
40 H -3.720 0.977 -1.886
41 H -3.123 -0.793 -1.484
42 H -4.533 -0.559 0.688
43 H -5.040 1.191 0.085
44 Cl 5.268 -3.461 -2.406
45 C 3.950 -2.655 -1.666
46 C 2.656 -3.188 -1.730
47 C 1.582 -2.485 -1.211
48 C 1.775 -1.303 -0.478
49 C 0.553 -0.655 0.245
50 C 1.019 -0.105 1.522
51 C 1.173 -1.101 2.493
52 C 1.570 -0.786 3.770
53 C 1.949 0.539 4.030
54 Cl 2.341 0.977 5.646
55 C 1.963 1.524 3.013
56 C 1.444 1.196 1.745
57 C 3.094 -0.802 -0.380
58 C 4.171 -1.461 -0.969
59 H 2.520 -4.171 -2.183
60 H 0.570 -2.896 -1.288
61 H -0.100 -1.494 0.492
62 H 0.959 -2.137 2.248
63 H 1.573 -1.555 4.550
64 H 2.337 2.524 3.239
65 H 1.378 1.976 0.976
66 H 3.284 0.119 0.170
67 H 5.174 -1.068 -0.855

=====

# 3
DFT (ωB97M-V/def2-TZVPD) results for a molecular structure, C29H30BrCaNO10PTe.

Net charge: -1
ΔE to the lowest compared entry with this formula, charge and spin (eV): 0.000
HOMO level (eV): -5.950

Geometry (Å):
1 Ca 1.204 0.535 -0.525
2 O 2.588 4.319 -0.237
3 C 2.017 3.371 0.287
4 O 0.993 2.744 -0.187
5 C 2.531 2.878 1.655
6 C 1.417 2.173 2.429
7 C 1.803 1.975 3.899
8 C 2.792 0.789 3.807
9 C 2.867 0.583 2.296
10 O 1.495 0.828 1.895
11 C 3.631 1.749 1.634
12 C 4.196 1.353 0.255
13 O 5.338 1.684 -0.025
14 O 3.392 0.668 -0.481
15 H 2.915 3.754 2.175
16 H 0.423 2.571 2.250
17 H 2.254 2.877 4.313
18 H 0.926 1.723 4.495
19 H 3.771 1.006 4.234
20 H 2.392 -0.101 4.294
21 H 3.162 -0.408 1.961
22 H 4.481 2.057 2.241
23 C 1.972 3.547 -3.440
24 O 1.057 2.629 -4.071
25 P 1.073 1.107 -3.550
26 O 2.392 0.568 -4.310
27 C 3.070 -0.558 -3.724
28 O -0.066 0.511 -4.536
29 C -1.395 0.439 -4.032
30 H 1.686 4.544 -3.768
31 H 2.992 3.334 -3.760
32 H 1.904 3.507 -2.354
33 H 3.839 -0.853 -4.433
34 H 2.380 -1.390 -3.571
35 H 3.529 -0.273 -2.775
36 H -1.974 -0.156 -4.735
37 H -1.841 1.434 -3.957
38 H -1.412 -0.053 -3.058
39 Te -2.053 1.590 -0.258
40 C -3.494 0.060 -0.527
41 C -3.111 -1.175 -1.039
42 C -4.047 -2.193 -1.181
43 C -5.365 -1.983 -0.807
44 C -5.751 -0.749 -0.297
45 C -4.821 0.270 -0.163
46 C -2.001 1.297 1.837
47 C -1.502 0.100 2.345
48 C -1.472 -0.106 3.716
49 C -1.920 0.882 4.583
50 C -2.403 2.080 4.078
51 C -2.449 2.286 2.704
52 H -2.082 -1.349 -1.331
53 H -3.735 -3.150 -1.579
54 H -6.093 -2.778 -0.911
55 H -6.781 -0.581 -0.004
56 H -5.126 1.232 0.233
57 H -1.115 -0.660 1.676
58 H -1.078 -1.036 4.108
59 H -1.886 0.720 5.654
60 H -2.748 2.856 4.750
61 H -2.830 3.219 2.310
62 Br -0.954 -6.907 -3.307
63 C -0.527 -5.823 -1.812
64 C -0.466 -6.396 -0.551
65 N -0.172 -5.696 0.539
66 C 0.071 -4.394 0.390
67 C 0.030 -3.740 -0.835
68 C -0.281 -4.474 -1.969
69 C 0.286 -2.256 -0.936
70 O 0.162 -1.717 -2.056
71 O 0.590 -1.636 0.122
72 H -0.663 -7.455 -0.422
73 H 0.314 -3.827 1.280
74 H -0.321 -3.978 -2.930

=====

# 4
DFT (ωB97M-V/def2-TZVPD) results for 5 unconnected molecules or ions with the total composition C29H30ClF3O11.

HOMO level (eV): -9.311

Geometry (Å):
1 O 5.441 -4.937 3.057
2 C 5.982 -4.102 2.147
3 Cl 7.385 -2.984 2.678
4 C 5.356 -4.061 0.597
5 C 4.316 -2.779 0.583
6 C 4.980 -1.259 0.660
7 C 4.021 0.072 0.702
8 C 2.390 -0.111 0.652
9 C 1.749 -1.617 0.559
10 C 2.692 -2.991 0.516
11 C 1.919 -4.457 0.409
12 O 2.367 -5.497 -0.327
13 C 0.480 -4.548 1.255
14 C -0.374 -3.293 1.301
15 C -1.773 -3.307 2.156
16 F -1.813 -4.542 3.021
17 F -1.671 -2.160 3.134
18 F -2.993 -3.123 1.336
19 C 0.097 -1.880 0.540
20 O -0.755 -1.018 -0.022
21 H 6.226 -3.960 -0.180
22 H 4.831 -5.094 0.434
23 H 6.144 -1.149 0.720
24 H 4.544 1.117 0.784
25 H 1.697 0.829 0.709
26 H 0.191 -5.554 1.782
27 O -0.633 0.378 -6.348
28 C -1.162 0.089 -5.288
29 C -2.438 -0.683 -5.136
30 C -2.808 -0.404 -3.701
31 C -1.466 -0.190 -3.050
32 O -0.645 0.392 -4.061
33 H -2.235 -1.745 -5.304
34 H -3.203 -0.321 -5.825
35 H -3.390 -1.203 -3.235
36 H -3.398 0.519 -3.647
37 H -1.007 -1.130 -2.725
38 H -1.532 0.487 -2.193
39 O 1.957 3.305 1.780
40 C 1.033 3.029 2.527
41 C 0.326 3.996 3.428
42 C -0.412 3.073 4.364
43 C -0.653 1.857 3.509
44 O 0.466 1.791 2.626
45 H -0.360 4.604 2.831
46 H 1.038 4.627 3.965
47 H -1.332 3.504 4.768
48 H 0.237 2.811 5.208
49 H -1.565 1.944 2.910
50 H -0.706 0.942 4.106
51 O -0.141 6.379 4.174
52 C 0.449 7.378 3.797
53 C -0.182 8.554 3.115
54 C 1.017 9.268 2.543
55 C 2.111 8.907 3.514
56 O 1.784 7.598 3.978
57 H -0.701 9.163 3.861
58 H -0.870 8.233 2.330
59 H 0.874 10.347 2.438
60 H 1.249 8.860 1.552
61 H 2.145 9.584 4.373
62 H 3.094 8.893 3.034
63 O -5.784 -3.289 -4.100
64 C -4.987 -4.088 -4.563
65 C -5.104 -5.580 -4.477
66 C -3.711 -6.028 -4.839
67 C -3.236 -4.926 -5.750
68 O -3.874 -3.742 -5.274
69 H -5.844 -5.923 -5.206
70 H -5.378 -5.897 -3.468
71 H -3.676 -7.016 -5.305
72 H -3.088 -6.057 -3.937
73 H -3.536 -5.089 -6.791
74 H -2.150 -4.802 -5.709